# C32H89N5O13

10 unconnected molecules or ions with the total composition C32H89N5O13 at a distorted geometry (wB97M-V/def2-TZVPD, the Open Molecules 2025 dataset).

As for the SMILES: COC[C@H](C)N.COC[C@H](C)N.COC[C@H](C)N.COC[C@H](C)N.COC[C@H](C)N.CC(C)O.CC(C)O.OCCO.OCCO.OCCO. Its orbital gap is 8.86 eV. Its LUMO energy is 0.1 eV. As for the net charge: 0.

```
139
C32H89N5O13 (wB97M-V/def2-TZVPD)
C 5.26160 0.60081 -4.00747
O 3.97979 1.01933 -4.30557
C 3.17917 1.19452 -3.17718
C 1.79915 1.61604 -3.59994
C 1.82711 2.96302 -4.31819
N 0.91890 1.67100 -2.40858
H 5.75213 0.29540 -4.93282
H 5.25086 -0.25629 -3.30692
H 5.94607 1.34580 -3.55941
H 3.21286 0.27472 -2.56491
H 3.56870 1.97993 -2.50183
H 1.39004 0.91912 -4.34109
H 2.50723 2.95282 -5.17029
H 2.26408 3.74894 -3.67038
H 0.82868 3.32807 -4.55531
H 1.46636 1.32463 -1.60710
H 0.79726 2.65203 -2.14341
C 1.67464 -3.00231 -6.17422
O 1.40328 -1.85883 -5.42613
C 0.59757 -2.07494 -4.26216
C -0.86485 -1.74047 -4.53394
C -1.03119 -0.26999 -4.94971
N -1.72798 -2.09007 -3.39109
H 2.04103 -3.80299 -5.51560
H 2.42517 -2.79792 -6.93492
H 0.79153 -3.36739 -6.72318
H 0.68903 -3.10922 -3.89315
H 0.97812 -1.39711 -3.47725
H -1.18448 -2.33429 -5.40227
H -0.64472 0.39802 -4.17345
H -2.05822 -0.02788 -5.21050
H -0.40779 -0.07258 -5.83392
H -2.68019 -1.87676 -3.67546
H -1.53579 -1.43714 -2.62289
C -0.67932 -5.86988 1.48068
O -1.55309 -5.74837 0.38618
C -2.22503 -4.50051 0.38894
C -3.29122 -4.47860 -0.67109
C -4.36211 -5.52350 -0.45247
N -2.75005 -4.61986 -2.03836
H -1.12008 -5.48029 2.39851
H 0.22033 -5.28064 1.24075
H -0.42272 -6.91809 1.56753
H -2.67768 -4.21982 1.36079
H -1.46649 -3.70289 0.20980
H -3.76257 -3.48712 -0.68721
H -4.80372 -5.45537 0.54444
H -3.95684 -6.52582 -0.58493
H -5.14222 -5.34320 -1.18988
H -2.10133 -5.41258 -2.02167
H -2.15854 -3.80775 -2.26253
C 2.82720 1.09983 3.74622
O 2.62883 1.13253 5.15090
C 3.68063 1.78436 5.82603
C 3.34479 1.99408 7.29516
C 2.15545 2.91422 7.53503
N 4.49970 2.47370 8.08724
H 2.07574 0.40228 3.36308
H 3.80877 0.73763 3.44190
H 2.61718 2.07168 3.28915
H 4.62372 1.21449 5.75374
H 3.91784 2.74830 5.33045
H 3.09067 0.99742 7.68594
H 1.23590 2.41437 7.20048
H 2.21824 3.85152 6.97624
H 2.00725 3.09946 8.59354
H 4.88422 3.34560 7.71741
H 5.29910 1.83812 8.06959
C -5.91282 4.31956 -4.08618
O -6.19134 3.21747 -3.27968
C -5.13263 2.31852 -3.28839
C -5.53155 1.15324 -2.42030
C -4.41500 0.11355 -2.39826
N -6.78277 0.53562 -2.96898
H -6.71903 5.04773 -4.06948
H -5.68600 4.02204 -5.11972
H -5.02208 4.86391 -3.71500
H -4.93987 2.00597 -4.32396
H -4.21496 2.76695 -2.87286
H -5.66536 1.54275 -1.39288
H -4.03552 -0.09547 -3.39637
H -4.58625 -0.82810 -1.86576
H -3.61055 0.52870 -1.76966
H -7.54977 1.20094 -2.92988
H -7.01037 -0.27037 -2.39512
C -3.21753 2.07493 1.05932
C -4.49742 2.53606 1.66251
C -4.92559 1.70639 2.87595
O -4.37950 3.90971 2.01129
H -2.82950 2.74287 0.28743
H -3.26796 1.07848 0.61751
H -2.43671 2.02843 1.83300
H -5.29301 2.44358 0.90174
H -5.08212 0.64513 2.69864
H -5.85375 2.13219 3.27556
H -4.18685 1.85377 3.67271
H -5.24735 4.24423 2.25186
C -2.18584 -0.08616 5.12241
C -0.95816 0.77995 4.98451
C -1.12916 2.17500 5.52877
O 0.12862 0.10254 5.69001
H -2.52756 -0.21516 6.15050
H -1.99302 -1.07417 4.70950
H -3.00663 0.37505 4.55553
H -0.65082 0.79296 3.92509
H -2.00143 2.65582 5.07243
H -0.27280 2.78848 5.24261
H -1.25696 2.12055 6.60672
H 0.95111 0.63149 5.56064
O 4.94174 2.69589 1.96671
C 5.86019 2.24606 0.97973
C 5.25031 2.10174 -0.43134
O 4.96042 3.36351 -1.03381
H 4.45414 3.43999 1.60618
H 6.66348 2.99076 0.92437
H 6.28172 1.27324 1.23495
H 4.35402 1.47074 -0.32066
H 5.96585 1.57871 -1.06699
H 4.22290 3.78914 -0.58713
O 3.55124 -2.38797 -1.20851
C 4.34146 -2.43431 0.00073
C 4.46147 -3.82214 0.54469
O 5.08779 -3.74838 1.81835
H 3.97211 -2.99974 -1.82642
H 5.34506 -2.04141 -0.22310
H 3.87794 -1.78336 0.72632
H 4.94323 -4.55605 -0.12273
H 3.43354 -4.22785 0.62357
H 4.72461 -4.39601 2.42354
O -1.12282 -0.09899 -1.22129
C -0.70849 -0.54525 0.06814
C 0.54491 -1.37737 0.00499
O 1.70252 -0.52246 -0.21368
H -0.43949 0.48540 -1.64391
H -0.63953 0.31763 0.74893
H -1.53891 -1.13419 0.47930
H 0.47836 -2.03121 -0.87130
H 0.71259 -1.95177 0.92589
H 2.36574 -1.09294 -0.67067
```

=====

# C15H40AlBF2N2O8P

A molecular structure, C15H40AlBF2N2O8P at a distorted geometry (wB97M-V/def2-TZVPD, the Open Molecules 2025 dataset).

Its orbital gap is 6.59 eV. Its LUMO energy is 2.4 eV. As for the net charge: -1.

```
70
C15H40AlBF2N2O8P (wB97M-V/def2-TZVPD)
C -1.11687 4.55535 -2.63903
P 0.53007 3.72253 -2.42895
O 0.76293 3.06126 -3.98297
Al 0.37099 1.86499 -0.98754
B 1.48579 2.22290 0.80338
N 1.50219 1.18779 1.82526
O 2.24343 3.37933 1.02219
N -1.45254 1.33996 -0.46282
C -2.35920 2.33402 -0.30443
O -3.49026 2.43960 -0.72844
F -1.82769 3.33925 0.43228
C -1.99665 0.26675 -1.14728
O -2.03402 0.02988 -2.31973
F -2.51579 -0.63804 -0.28277
H -1.59908 4.75584 -1.69360
H -1.77517 3.98588 -3.28348
H -0.95578 5.51882 -3.11152
H 0.71841 3.78730 -4.59924
H 1.01315 0.56501 -1.67944
H 0.98419 0.38864 1.49770
H 2.43407 0.85646 2.06050
H 1.77430 4.08260 0.58829
C 6.92465 0.53564 3.80034
C 5.97684 0.71927 2.62306
C 5.31585 2.08718 2.64153
O 4.98841 -0.31126 2.62637
H 6.37724 0.61362 4.74379
H 7.38869 -0.45107 3.76972
H 7.71150 1.29177 3.79694
H 6.53002 0.59359 1.69152
H 4.71502 2.20804 3.54741
H 4.63964 2.20511 1.79444
H 6.05587 2.88906 2.61093
H 4.47819 -0.22125 3.43690
C 4.53218 4.25629 -2.89787
C 4.83115 3.30835 -1.74656
C 6.31987 3.00440 -1.63499
O 4.08682 2.10842 -1.89324
H 4.83284 3.80601 -3.84922
H 3.46107 4.45485 -2.94930
H 5.06302 5.20424 -2.78147
H 4.48028 3.75214 -0.81375
H 6.67832 2.51578 -2.54593
H 6.50870 2.32541 -0.80201
H 6.90193 3.91567 -1.48197
H 4.34808 1.68014 -2.71324
C -6.30711 -2.15973 -2.27881
C -5.21156 -3.21609 -2.28484
C -4.56897 -3.35338 -0.91424
O -4.22321 -2.90372 -3.26293
H -5.89058 -1.18375 -2.01817
H -6.75768 -2.07182 -3.26799
H -7.08996 -2.40342 -1.55797
H -5.63407 -4.17513 -2.59080
H -4.10391 -2.41088 -0.61975
H -3.78191 -4.10871 -0.93385
H -5.30280 -3.63017 -0.15290
H -3.81117 -2.06536 -3.02008
C -4.65767 -6.13763 3.93722
C -5.79141 -5.95513 2.93891
C -5.39684 -6.43321 1.55022
O -6.20164 -4.58977 2.89719
H -3.78693 -5.55040 3.63473
H -4.95979 -5.79186 4.92593
H -4.35726 -7.18413 4.00990
H -6.66611 -6.51105 3.27935
H -4.54945 -5.85472 1.17402
H -6.22131 -6.29434 0.85048
H -5.11844 -7.48834 1.55551
H -5.45289 -4.06476 2.59716
```

=====

Question: Which of these has the lowest net charge?
Answer: C15H40AlBF2N2O8P